1.
DFT (wB97M-V/def2-TZVPD) results for a gas-phase ion, C2HN2O (charge +1).

Values from the calculation:
Total charge   +1
HOMO-LUMO gap (spin up / spin down)   6.98 / 7.07 eV
LUMO (spin up / spin down)   -11.5 / -11.4 eV
Highest occupied orbital energy (spin up / spin down)   -18.43 / -18.52 eV

Structure (XYZ):
```
6
Properties=species:S:1:pos:R:3:forces:R:3:lowdin_charge:R:1
O -0.11509 -1.03733 -0.04587 0.3352 -0.5966 -0.0008 0.26
N -0.12424 0.89691 -0.07726 -0.8130 2.6720 -0.0786 0.30
N 2.23980 0.05205 -0.04687 1.9274 -0.4093 0.1459 0.47
C -0.99667 -0.04545 -0.06773 -0.3840 -0.1922 1.7742 -0.02
C 1.07683 0.14598 -0.03126 -2.2639 -1.0712 -0.6405 -0.24
H -2.08062 -0.01215 0.26899 1.1982 -0.4027 -1.2003 0.23
```
Positions in Å, forces in eV/Å.

=====

2.
DFT (wB97M-V/def2-TZVPD) results for a molecular structure, H10O5.

Values from the calculation:
HOMO-LUMO gap   9.20 eV
LUMO   -0.5 eV
Highest occupied orbital energy   -9.66 eV

Structure (XYZ):
```
15
Properties=species:S:1:pos:R:3:forces:R:3:lowdin_charge:R:1
O 0.17040 -1.25851 1.76900 0.7993 -0.9960 0.5505 -0.06
O -0.72721 0.18524 -0.24892 -3.0556 0.4708 1.2719 -0.10
O 0.00519 -1.31950 -1.81862 0.7743 -1.6954 -1.8644 0.01
O -2.01580 0.75827 1.79763 -0.8647 0.4751 1.4872 -0.08
O 1.31360 0.95852 -0.82366 3.3048 1.2959 -0.9542 0.05
H 0.23693 -0.65938 -2.47190 -0.0841 0.1315 -0.4432 0.08
H 0.94573 -0.84452 2.14809 0.0836 0.0159 0.2831 0.02
H -1.97080 1.71441 1.79966 -0.1234 0.1712 0.0399 0.02
H -0.11250 -0.65471 1.08225 -0.5124 0.4820 -0.4242 -0.05
H -1.68369 0.50422 0.93658 0.2277 -0.0392 -0.5946 -0.06
H -0.84535 -0.55217 -0.84767 -0.4166 -0.1304 0.0332 0.00
H 0.09032 0.59518 -0.53146 -0.5578 0.0047 0.1501 -0.10
H 2.03349 0.41427 -1.14271 0.2619 -0.1654 -0.1006 0.09
H 1.74014 1.64110 -0.30561 0.0541 0.4073 0.2351 0.11
H 0.81955 -1.48236 -1.34267 0.1089 -0.4282 0.3300 0.07
```
Positions in Å, forces in eV/Å.

=====

3.
DFT (wB97M-V/def2-TZVPD) results for 3 unconnected molecules or ions with the total composition C6H9ClN2O2.

Values from the calculation:
HOMO-LUMO gap   7.61 eV
LUMO   -0.8 eV
Highest occupied orbital energy   -8.44 eV

Structure (XYZ):
```
20
Properties=species:S:1:pos:R:3:forces:R:3:lowdin_charge:R:1
Cl -1.65265 0.48620 -3.01252 0.9328 0.4964 -0.2499 -0.45
O -1.37363 -1.38544 4.25212 0.1971 -0.4892 0.5182 0.09
O -1.35736 0.70541 3.73054 0.1703 -0.1427 0.3849 0.07
N 0.77030 2.37614 -3.34483 0.7959 1.9446 -0.0870 0.24
N -1.10315 -0.46798 3.52514 -0.3146 0.6131 -1.5619 -0.36
C -0.56276 0.20981 1.16790 -0.0993 0.6252 1.8476 -0.01
C 0.69878 -2.22802 0.69117 -1.7099 0.1386 -0.1649 -0.07
C 0.02499 -1.98954 1.88598 1.0996 -0.4648 1.5649 -0.02
C 0.00757 -0.01497 -0.05012 0.3810 -0.9794 0.0411 -0.12
C -0.51866 -0.76533 2.18707 -0.1370 0.3555 -1.4289 -0.13
C 0.58598 -1.26937 -0.29634 1.0650 0.6665 -0.4619 -0.07
H 0.25243 1.47810 -3.43051 -1.3741 -0.7242 0.2084 -0.06
H 1.10795 -1.39373 -1.23812 -0.2434 -0.2437 -0.1090 0.10
H -0.93999 1.18795 1.43714 -0.1919 -0.0608 -0.1376 0.12
H 1.17988 2.71521 -4.21709 0.2599 -0.6151 -0.0801 0.14
H 0.03832 0.76873 -0.78871 -0.2743 -0.1459 -0.1492 0.03
H 1.06590 -3.22971 0.52286 0.4121 0.1622 -0.1539 0.11
H 0.14940 3.15261 -3.10280 -0.6627 -0.6531 0.2248 0.13
H 1.47716 2.37053 -2.61000 0.0987 -0.3781 -0.1287 0.14
H 0.14955 -2.70660 2.69112 -0.4053 -0.1049 -0.0769 0.12
```
Positions in Å, forces in eV/Å.

=====

Going through the records in order, we get max |F| values of 0.05434 0.07148 0.04090 Eh/bohr.
Going through the records in order, we get energy relative to the best compared isomer or geometry (same formula, charge and spin) values of 4.158 2.553 3.275 eV.
Going through the records in order, we get electronic energy values of -260.97083 -382.13036 -954.09621 hartree.